# 1
Molecular formula: C30H88AsF6O14
Method: DFT, the ωB97M-V functional and the def2-TZVPD basis

```
139
Properties=species:S:1:pos:R:3:forces:R:3:mulliken_charge:R:1
As 14.671750 4.603680 18.079850 -0.40 -0.51 -0.01 2.28
F 14.657260 5.727640 19.472410 0.07 -0.92 -1.49 -0.39
F 13.213020 5.568640 17.478440 2.23 -1.16 0.72 -0.14
F 14.671600 3.481770 16.645540 -0.19 1.36 1.62 -0.31
F 16.073410 3.691410 18.763190 -1.66 1.12 -0.69 -0.43
F 13.526440 3.535960 18.958860 1.08 0.78 -1.04 -0.81
F 15.787300 5.632850 17.191630 -1.04 -1.14 0.84 -0.14
O 11.700470 4.554490 15.594740 -0.52 0.15 -0.38 -0.72
H 12.284170 4.945350 16.244940 0.12 0.23 0.32 0.18
H 11.907350 3.620190 15.617370 -0.07 -0.60 -0.20 0.49
O 13.379810 3.982040 21.639020 -0.15 -0.07 0.51 -0.71
H 13.344340 3.923210 20.684280 0.03 -0.06 -0.59 0.21
H 12.462850 3.982490 21.913660 -0.26 0.14 0.19 0.27
O 10.956250 6.128600 19.658750 0.10 -0.23 0.66 -0.73
H 11.881580 6.366200 19.718150 0.33 -0.01 0.02 0.18
H 10.718500 6.314800 18.750430 -0.39 0.15 -0.52 0.42
O 15.805280 5.286740 21.806860 0.94 0.29 0.59 0.00
H 15.564780 5.367750 20.883910 -0.05 0.02 -0.13 0.01
H 15.120840 4.735130 22.185680 -0.35 -0.14 0.09 0.10
C 17.446480 0.960700 17.301490 -0.68 -1.19 -0.18 -0.88
C 18.655950 0.656290 18.159200 0.69 1.34 -2.52 0.65
C 19.903340 0.498450 17.265450 0.24 -1.22 0.00 -1.49
O 18.881650 1.868770 18.825460 0.19 0.44 1.62 -0.45
H 17.102820 0.091220 16.741130 -0.01 -0.08 -0.14 0.54
H 17.665930 1.755340 16.588410 0.02 0.10 0.03 0.03
H 16.627780 1.253380 17.958890 -0.11 0.15 -0.08 -0.06
H 18.471350 -0.209580 18.795050 0.23 0.17 0.35 0.37
H 20.158750 1.331290 16.610290 -0.65 0.47 0.28 0.28
H 19.806660 -0.345870 16.582900 0.02 -0.37 0.08 0.40
H 20.797760 0.351320 17.870820 -0.03 -0.17 0.15 0.37
H 18.262680 2.483680 18.425010 0.03 0.40 0.43 0.15
C 14.094440 6.519380 14.162680 1.75 0.07 0.15 -0.36
C 13.330830 6.008960 12.987120 1.21 1.37 -1.07 0.11
C 13.728920 4.654910 12.455680 -0.90 -0.79 0.63 -0.72
O 11.977440 6.084650 13.295490 -0.85 -0.27 -0.43 -0.65
H 14.286110 5.767670 14.928380 -0.84 -0.07 0.39 -0.35
H 13.643580 7.442310 14.527440 0.02 -0.23 0.30 0.14
H 15.133440 6.736720 13.915030 0.10 0.39 -0.43 0.58
H 13.459230 6.702200 12.155830 0.13 0.38 -0.04 0.38
H 14.754850 4.382200 12.208320 0.15 0.80 -0.04 0.17
H 13.068650 4.511550 11.600340 0.13 -0.51 -0.07 0.35
H 13.440950 3.984250 13.265240 -0.16 -0.61 -0.16 -0.07
H 11.913770 5.555820 14.094160 -0.75 -0.50 0.62 0.41
C 19.403590 5.314620 20.199580 1.24 0.05 0.03 -0.85
C 19.412140 6.123370 21.485250 -0.69 -0.33 1.41 0.28
C 18.609030 7.368760 21.447400 -1.01 0.72 -0.74 -0.71
O 18.830210 5.410880 22.585960 0.63 -0.78 -0.06 -0.64
H 18.472760 4.850010 19.874320 -0.31 0.35 0.44 -0.26
H 20.129060 4.509440 20.315750 -0.04 -0.16 -0.11 0.42
H 19.774600 5.956950 19.400920 -0.04 0.01 -0.26 0.40
H 20.403900 6.388560 21.851570 0.40 -0.38 -0.45 0.36
H 18.336950 7.690000 22.452820 0.61 0.31 0.03 0.38
H 17.642670 7.076420 21.036560 -0.20 0.30 -0.41 -0.27
H 19.053360 8.155250 20.837400 -0.16 0.16 0.07 0.46
H 17.885540 5.441510 22.417810 -0.59 -0.36 0.09 0.28
C 15.180850 9.042850 17.366770 -2.00 0.04 -0.72 -0.77
C 16.619990 8.761910 17.121850 1.22 -0.49 1.92 0.06
C 17.313900 8.267930 18.448160 -0.25 0.82 -1.03 -0.60
O 16.766470 7.764250 16.169240 0.25 -0.19 -1.13 -0.56
H 14.554610 8.175100 17.573910 0.56 -0.65 0.59 -0.37
H 14.712280 9.279150 16.411410 0.10 0.76 -0.19 0.34
H 14.891830 9.773690 18.122040 0.44 0.25 -0.07 0.49
H 17.127530 9.638060 16.718290 0.01 0.17 0.17 0.43
H 18.399610 8.334220 18.377860 0.02 0.23 0.02 0.28
H 17.107780 7.208380 18.599690 -0.36 0.10 0.17 -0.09
H 16.932480 8.879980 19.265480 0.24 -0.22 0.28 0.21
H 16.371840 6.990670 16.578440 0.08 -0.11 -0.44 0.42
C 14.348100 0.065540 14.622890 -0.07 -0.54 -0.02 -1.11
C 13.189490 0.517630 15.493750 0.41 -0.30 0.50 0.25
C 13.566810 0.286850 16.967630 -1.49 -0.11 0.02 0.01
O 12.878380 1.879240 15.259320 -0.14 -0.05 0.08 -0.61
H 14.349440 -1.023710 14.582540 -0.02 -0.15 -0.11 0.44
H 15.288840 0.321710 15.110220 0.12 0.36 -0.23 0.02
H 14.295690 0.444160 13.602110 0.02 0.12 0.11 0.35
H 12.277510 -0.040170 15.281050 0.02 -0.05 -0.21 0.38
H 14.254090 1.046670 17.339660 0.35 -0.35 -0.08 -0.34
H 13.840510 -0.751150 17.156690 0.73 0.11 -0.16 0.58
H 12.661420 0.368590 17.569040 -0.14 0.41 0.10 -0.46
H 13.585750 2.354620 15.701160 0.19 0.53 -0.01 0.17
C 16.399420 0.808850 23.765480 1.62 -0.64 -0.50 -1.79
C 15.828840 1.671280 22.689010 0.23 1.38 -0.01 1.29
C 15.812030 1.218930 21.240400 0.39 -1.23 -0.08 -0.67
O 14.546250 1.904120 23.137630 -2.26 -0.02 0.52 -0.59
H 16.527350 1.345250 24.705700 -0.32 0.07 -0.09 0.40
H 17.401500 0.542630 23.429240 0.25 -0.34 0.23 0.40
H 15.831160 -0.106670 23.929850 -0.15 0.08 -0.08 0.38
H 16.283240 2.661780 22.712410 0.98 -0.02 -0.02 -0.20
H 15.689320 2.026320 20.518500 -0.39 0.10 0.26 0.03
H 15.031990 0.461620 21.162170 -0.38 0.12 -0.28 0.14
H 16.705470 0.693620 20.902890 0.43 0.12 0.28 0.30
H 14.102260 2.496840 22.526760 -0.28 0.23 -0.16 0.40
C 13.922100 8.302330 21.259090 0.20 -1.94 -0.86 -0.55
C 14.573740 8.439650 22.627080 -0.14 2.02 -1.38 0.65
C 15.702300 9.456750 22.564760 1.94 -1.36 -1.36 -0.88
O 13.657660 9.008220 23.518000 -1.27 -0.61 1.46 -0.61
H 14.594980 7.740840 20.610960 0.62 0.59 -0.28 -0.45
H 13.535680 9.156120 20.702480 0.18 0.38 0.45 0.48
H 13.159890 7.523170 21.265160 -0.70 0.31 0.59 0.34
H 14.912940 7.434480 22.877440 -0.08 0.23 0.66 -0.06
H 15.459190 10.510160 22.425740 -0.54 -0.10 0.38 0.37
H 16.237680 9.191380 21.653140 0.35 0.18 -0.31 -0.05
H 16.483210 9.305680 23.310050 -0.39 0.31 0.50 0.32
H 13.447450 9.861840 23.132320 -0.17 0.06 0.16 0.40
C 11.703260 -0.941100 20.424310 0.60 0.23 -0.01 -1.54
C 11.465330 0.547010 20.498380 -0.55 0.62 -0.64 1.72
C 10.310980 1.037920 19.597990 0.40 -0.61 -0.27 -1.40
O 11.238810 0.878610 21.832680 -0.61 0.03 1.43 -0.63
H 10.951810 -1.527500 20.953040 -0.29 0.13 -0.32 0.40
H 12.648410 -1.154720 20.923450 0.10 -0.08 -0.05 0.36
H 11.805060 -1.194520 19.369080 -0.13 -0.42 0.07 0.30
H 12.380670 1.080580 20.242310 0.24 -0.09 -0.70 -0.52
H 9.367860 0.535880 19.813790 -0.03 0.00 0.39 0.39
H 10.524770 0.769090 18.563520 0.15 0.14 -0.15 0.27
H 10.161690 2.117350 19.623350 0.10 0.05 0.17 0.37
H 10.873480 1.765390 21.874700 0.01 0.05 0.04 0.32
C 17.569780 4.525650 14.496180 0.42 -1.19 0.22 -0.80
C 18.389910 5.243480 13.405530 -0.64 -0.88 0.87 0.35
C 19.786000 4.729610 13.079260 0.33 0.75 0.70 -1.58
O 17.668890 5.207700 12.205460 -0.90 0.65 -0.89 -0.58
H 16.529590 4.830970 14.609690 0.30 0.88 -0.03 -0.12
H 18.079360 4.495240 15.459250 -0.04 0.54 0.18 0.42
H 17.409350 3.462890 14.314800 0.40 -0.42 -0.64 0.47
H 18.435980 6.267310 13.776680 0.12 0.28 -0.58 0.25
H 20.078440 5.207150 12.144100 0.00 -0.07 -0.06 0.38
H 19.890570 3.650220 12.969280 -0.23 -0.06 0.14 0.34
H 20.479470 5.107030 13.830760 0.23 -0.36 0.14 0.42
H 17.637530 4.296090 11.906160 -0.04 -0.13 0.01 0.36
C 9.858420 9.392690 18.295990 0.23 0.54 0.82 -1.46
C 10.101370 8.528350 17.099290 0.91 0.00 -0.45 0.16
C 11.587990 8.366200 16.682720 -1.33 0.84 0.91 -0.05
O 9.556160 7.263360 17.465870 -0.35 -0.25 -0.24 -0.60
H 8.780700 9.492410 18.425150 0.04 -0.12 0.32 0.35
H 10.269280 10.402240 18.286030 0.11 0.07 -0.63 0.38
H 10.328780 8.946780 19.172360 -0.32 -0.30 0.16 0.26
H 9.547790 8.972830 16.272200 -0.13 -0.22 -0.32 0.42
H 11.654470 7.760420 15.779010 0.33 0.04 0.15 0.06
H 12.123440 7.974600 17.547620 0.14 -0.44 -0.24 -0.33
H 11.959980 9.383460 16.560620 0.28 -0.04 -0.52 0.47
H 9.246840 6.810150 16.678130 0.14 -0.17 -0.11 0.31
```
Forces are in eV/Å.

Values from the calculation:
* gap between HOMO and LUMO: 8.83 eV
* total charge: -1
* lowest unoccupied orbital energy: 1.5 eV



# 2
Molecular formula: C30H90N6O12
Method: DFT, the ωB97M-V functional and the def2-TZVPD basis

```
138
Properties=species:S:1:pos:R:3:forces:R:3:lowdin_spin:R:1
C 5.037150 -0.311730 19.052220 -0.84 1.99 1.98 0.00
O 4.679240 -1.583050 18.731710 0.02 -2.67 -1.06 0.00
H 4.161420 0.326300 18.933420 0.23 0.58 -0.68 0.00
H 5.130820 -0.291910 20.138000 0.84 0.52 0.16 0.00
H 5.928190 0.079630 18.561320 -0.03 -0.14 -0.16 0.00
H 4.559270 -2.060150 19.556080 -0.13 -0.22 -0.25 0.00
C 8.810130 0.254560 16.050200 -0.15 -1.31 -0.12 0.00
O 8.020820 -0.179710 14.911880 0.50 0.27 0.67 0.01
H 9.756930 0.747400 15.829360 -0.31 0.42 -0.48 0.00
H 8.191360 0.819860 16.747090 0.18 0.09 -0.01 0.00
H 9.137870 -0.693300 16.477130 -0.12 0.11 0.56 0.00
H 8.073530 0.480530 14.216970 -0.18 0.11 -0.64 0.00
C 9.323700 1.832100 19.416880 0.22 0.38 0.32 0.00
O 10.573290 1.417560 18.862180 -0.66 -0.26 0.02 0.00
H 8.842340 2.559970 18.763730 -0.16 0.09 -0.01 0.00
H 8.628600 1.012730 19.600090 0.34 -0.35 -0.36 0.00
H 9.493360 2.281440 20.395350 -0.11 0.19 0.05 0.00
H 11.132930 2.195190 18.922990 0.33 -0.07 -0.08 0.00
C 7.462790 2.678050 12.925250 -1.00 0.76 -0.55 0.00
O 7.831860 1.359480 12.555230 0.94 -0.15 0.42 0.00
H 7.881470 3.080490 13.847670 0.16 -0.94 0.38 0.00
H 7.776110 3.439340 12.210860 -0.09 -0.21 -0.44 0.00
H 6.374690 2.641840 12.978400 -0.06 0.70 0.29 0.00
H 7.803990 1.292080 11.598000 0.06 -0.04 -0.01 0.00
C 13.251630 -0.113850 17.409060 -0.51 -0.75 0.76 0.00
O 14.359110 0.740830 17.386790 0.51 -0.02 -0.13 0.00
H 12.383170 0.394220 16.989850 0.09 0.05 0.02 0.00
H 13.409570 -1.078160 16.926080 0.16 0.23 -0.39 0.00
H 13.063640 -0.377590 18.449830 -0.58 0.03 0.15 0.00
H 15.099590 0.224560 17.713520 0.25 0.18 0.00 0.00
C 10.533270 4.258170 16.165800 -2.48 -0.68 -0.66 0.00
O 10.909430 5.546600 15.814820 1.60 0.70 0.35 0.00
H 10.780270 3.448320 15.479350 0.82 0.09 -0.16 0.00
H 10.718370 3.919090 17.185050 0.63 0.70 -0.02 0.00
H 9.448480 4.306410 16.070970 -0.60 -0.64 0.45 0.00
H 10.481710 5.809340 14.996520 -0.01 -0.16 0.03 0.00
C 4.233930 5.309440 13.949410 1.41 -0.13 0.90 0.00
C 4.988830 6.035620 15.082030 -0.13 1.21 0.78 0.00
C 6.200280 5.337020 15.714010 -1.28 -0.64 -0.40 0.00
O 5.629620 4.173380 16.414160 1.21 1.21 -0.53 0.00
C 6.603670 3.438730 17.100770 0.61 -0.17 0.30 0.00
N 5.321360 7.413250 14.702070 0.33 0.08 -1.14 0.00
H 3.874190 4.408140 14.445740 -0.70 0.04 -0.46 0.00
H 4.905690 4.988230 13.153390 0.22 0.10 -0.04 0.00
H 3.498760 5.968440 13.487520 -0.30 -0.30 0.34 0.00
H 4.283150 6.248450 15.885030 -0.31 -1.23 0.44 0.00
H 6.811610 6.017940 16.306230 -0.59 0.08 1.01 0.00
H 6.951350 5.101100 14.960130 -0.16 -0.94 -0.50 0.00
H 6.213080 2.484790 17.455090 -0.31 -0.06 -0.39 0.00
H 7.009690 3.903550 17.999200 -0.28 0.66 0.22 0.00
H 7.495100 3.278060 16.494420 0.04 -0.34 -0.40 0.00
H 4.408550 7.808830 14.527730 0.05 0.53 -0.40 0.00
H 5.680600 7.952670 15.476710 0.18 -0.14 0.27 0.00
C 6.728130 -4.734500 14.449060 -0.77 -0.99 -1.47 0.02
C 6.920970 -3.271880 14.161860 -2.31 -0.46 0.75 0.11
C 5.950990 -2.664980 13.081840 1.57 0.02 -0.62 0.02
O 6.213150 -3.307700 11.843810 -0.22 -0.59 0.98 0.00
C 5.494620 -2.668650 10.828870 -0.25 -0.39 -1.38 0.00
N 6.743200 -2.587940 15.405030 2.01 0.52 -2.09 0.71
H 7.110360 -5.262110 13.575200 0.04 -0.32 0.20 0.00
H 5.650640 -4.898830 14.438630 -0.04 -0.33 0.30 0.00
H 7.163180 -5.141450 15.361870 0.17 0.35 -0.10 0.00
H 7.962240 -3.175290 13.854400 0.55 0.76 -0.06 0.06
H 6.218210 -1.622200 12.910640 0.11 0.46 0.49 0.00
H 4.890550 -2.664430 13.333970 -0.07 -0.52 0.38 0.00
H 4.414490 -2.798360 10.896640 -0.24 0.58 0.79 0.00
H 5.636880 -3.168410 9.870700 0.80 -0.16 0.10 0.00
H 5.841310 -1.641250 10.717680 -0.39 0.26 0.05 0.00
H 7.335430 -2.905310 16.159110 -0.06 -0.68 1.63 0.02
H 6.912870 -1.602450 15.263210 -0.69 1.72 0.25 0.02
C 15.250050 1.197000 14.233440 0.39 0.31 -1.75 0.00
C 14.677500 2.606470 14.385650 -0.92 -1.12 0.80 0.00
C 13.147860 2.644470 14.023170 1.09 0.44 0.70 0.00
O 12.829740 2.253280 12.714860 -0.91 -0.18 -0.46 0.00
C 11.405840 2.348270 12.535180 0.78 -0.75 -0.26 0.00
N 14.838140 3.025660 15.812500 -0.49 0.57 -1.11 0.00
H 15.309460 1.027880 13.158270 -0.56 -0.63 -0.24 0.00
H 14.687070 0.415070 14.743080 -0.04 0.14 -0.02 0.00
H 16.313650 1.110900 14.455790 0.00 0.29 0.76 0.00
H 15.131970 3.284610 13.663360 0.41 0.16 0.36 0.00
H 12.843230 3.682260 14.158420 -0.22 0.20 0.33 0.00
H 12.577070 1.994730 14.686580 0.01 -0.07 0.59 0.00
H 10.841740 1.829270 13.310120 0.16 0.00 0.65 0.00
H 11.137020 1.770810 11.650670 0.24 0.46 -0.37 0.00
H 11.057130 3.380170 12.494090 0.08 0.14 -0.16 0.00
H 14.326400 2.349050 16.360620 -0.33 0.06 0.03 0.00
H 15.776710 2.776830 16.090480 0.42 0.32 -0.16 0.00
C 9.991060 -5.805830 8.910620 -0.06 1.03 0.97 0.00
C 10.549330 -4.473210 9.491400 0.76 -0.31 0.35 0.00
C 9.515320 -3.627730 10.349300 1.13 0.05 -2.02 0.00
O 10.064740 -2.318960 10.678820 -0.01 -1.16 0.03 0.00
C 9.370210 -1.790620 11.766050 -0.73 0.02 0.40 0.00
N 11.770920 -4.780280 10.292210 -0.94 0.42 -0.56 0.00
H 10.727840 -6.396500 8.366230 0.15 0.45 -0.05 0.00
H 9.122250 -5.615590 8.280480 -0.05 -0.18 0.07 0.00
H 9.726930 -6.404650 9.782250 -0.43 -0.26 -0.07 0.00
H 10.979840 -3.879520 8.685000 -0.58 0.34 -0.17 0.00
H 9.258470 -4.243940 11.210940 -0.11 0.28 0.38 0.00
H 8.646950 -3.382860 9.737680 -0.42 -0.46 0.10 0.00
H 9.501060 -0.715490 11.888870 0.66 -0.12 -0.02 0.00
H 9.599540 -2.352130 12.671710 0.52 0.19 0.46 0.00
H 8.289360 -1.914130 11.698120 -0.38 -0.11 -0.57 0.00
H 11.517850 -5.371530 11.070980 0.02 -0.11 0.33 0.00
H 12.010020 -3.869330 10.657040 0.54 0.02 0.44 0.00
C 11.385180 -2.612240 15.585730 0.09 0.29 -0.38 0.00
C 12.794500 -3.204470 15.299880 -1.36 -2.03 0.85 0.00
C 13.161990 -4.291050 16.452420 -0.01 3.15 -1.32 0.00
O 13.528130 -3.414850 17.532910 0.35 -1.36 -0.38 0.00
C 13.992090 -4.174400 18.629800 0.38 -0.04 -0.01 0.00
N 12.765340 -3.950540 14.034190 0.03 -0.06 0.13 0.00
H 10.948350 -2.145100 14.703080 0.33 0.20 -0.38 0.00
H 11.341280 -1.839470 16.353190 0.38 -0.15 0.18 0.00
H 10.631510 -3.357160 15.841020 0.31 -0.47 0.21 0.00
H 13.571260 -2.442520 15.235330 -0.04 0.12 0.63 0.00
H 13.967930 -4.912120 16.061490 0.54 0.09 0.35 0.00
H 12.363180 -4.981450 16.723280 -0.45 0.25 -0.02 0.00
H 14.559510 -3.532120 19.303300 -0.63 0.19 0.27 0.00
H 14.732410 -4.922670 18.346750 -0.01 -0.23 -0.43 0.00
H 13.145480 -4.701420 19.069800 0.06 0.08 0.55 0.00
H 12.795030 -3.309480 13.254280 -0.30 0.28 -0.18 0.00
H 13.663630 -4.408130 13.972680 0.14 -0.42 -0.16 0.00
C 6.571300 -4.574100 18.515100 0.56 -0.52 0.64 0.00
C 7.929440 -3.938550 18.892830 -0.47 -1.76 0.07 0.00
C 9.107720 -4.805770 18.386290 0.82 -1.57 1.16 0.00
O 9.268910 -6.029200 19.172350 -2.09 2.64 0.61 0.00
C 10.285410 -6.869330 18.802800 -0.33 -0.93 -0.76 0.00
N 7.969260 -2.707270 18.200970 0.62 1.91 -1.62 0.01
H 6.627130 -4.851780 17.462540 -0.20 -0.01 -0.05 0.00
H 5.721750 -3.910350 18.675740 0.19 0.17 -0.08 0.00
H 6.373270 -5.479780 19.088360 0.14 -0.05 -0.06 0.00
H 8.034940 -3.763630 19.963520 -0.06 -0.47 0.23 0.00
H 10.078260 -4.312710 18.441320 0.01 0.70 0.11 0.00
H 9.012140 -5.101970 17.341670 -0.48 0.08 -0.36 0.00
H 11.290440 -6.485730 18.978460 0.13 0.09 0.00 0.00
H 10.107700 -7.111740 17.755060 0.67 -0.23 -0.44 0.00
H 10.090750 -7.785810 19.359820 0.49 -0.02 0.09 0.00
H 7.141880 -2.140750 18.321830 -0.40 -0.16 0.29 0.00
H 8.736970 -2.127340 18.508210 0.32 0.06 -0.08 0.00
```
Forces are in eV/Å.

Values from the calculation:
* multiplicity: 2
* gap between HOMO and LUMO (spin up / spin down): 8.48 / 3.41 eV
* total charge: +1
* <S²>: 0.754
* relative energy (zero: lowest compared OMol25 entry of this formula, charge and spin): 3.02 kcal/mol
* lowest unoccupied orbital energy (spin up / spin down): -1.9 / -7.0 eV



- Among the records above, which one has the highest total charge?
  C30H90N6O12